Entry 1:
DFT (the ωB97M-V functional and the def2-TZVPD basis) results for C18H22F6IrN3O10S2 as an isolated structure.

gap between HOMO and LUMO	0.297	Eh
lowest unoccupied orbital energy	0.0	eV
E_tot	-3115.6032	Ha
molar mass	810.72	g mol⁻¹
HOMO energy	-8.13	eV
maximum force	0.779	eV/Å

Element x y z (Å)
Ir1 -0.192858 -1.093698 0.214757
C1 -2.093588 5.802007 3.090162
O1 -2.383804 4.592509 2.407313
C2 -1.435549 3.635802 2.365694
C3 -0.158977 3.784798 2.947674
C4 0.726420 2.750953 2.836331
C5 0.426097 1.539457 2.173651
C6 1.402230 0.494157 2.151840
C7 2.769128 0.684018 2.748376
O2 1.226514 -0.641772 1.648155
C8 -0.864569 1.419101 1.567222
O3 -1.297580 0.399230 0.879812
C9 -1.770541 2.479647 1.698095
H1 -2.998839 6.398948 3.033489
H2 -1.274946 6.340557 2.608372
H3 -1.847461 5.616651 4.137685
H4 0.126009 4.686624 3.465878
H5 1.701998 2.877772 3.281444
H6 2.772484 1.218148 3.693460
H7 3.359882 1.256558 2.027828
H8 3.228645 -0.291853 2.880599
H9 -2.739902 2.390371 1.229100
C10 -3.890938 -2.667995 -1.174044
C11 -2.608063 -2.335472 -0.493842
N1 -1.737038 -1.529173 -0.997779
O4 -2.068145 -0.995644 -2.207319
C12 -2.239049 -2.919741 0.774862
C13 -3.019160 -3.985177 1.467312
N2 -1.098925 -2.478985 1.256756
O5 -0.538092 -2.913130 2.286871
H10 -4.180201 -1.867764 -1.848861
H11 -4.672594 -2.834044 -0.435102
H12 -3.779820 -3.583985 -1.758628
H13 -1.516199 -0.203728 -2.326939
H14 -3.298963 -4.782717 0.777156
H15 -3.936097 -3.585935 1.907150
H16 -2.412521 -4.404145 2.265910
F1 3.773335 0.370746 -3.381933
C14 3.323528 0.416802 -2.138242
F2 3.922171 1.402543 -1.484963
F3 3.636482 -0.741273 -1.530042
S1 1.493124 0.586797 -2.104709
O6 0.986933 -0.537768 -2.844265
O7 1.195107 0.582645 -0.668760
N3 1.378235 1.990716 -2.758788
S2 -0.031701 2.512751 -3.273475
O8 -0.043567 3.934915 -3.313576
O9 -1.125513 1.798836 -2.663426
C15 -0.053034 1.974303 -5.059032
F4 1.178992 1.926939 -5.559804
F5 -0.604721 0.766696 -5.169376
F6 -0.770807 2.837235 -5.771825
C16 2.447297 -4.051782 -1.658748
C17 1.879815 -3.244106 -0.537901
C18 2.628186 -3.141706 0.745677
O10 0.804321 -2.677298 -0.735564
H17 2.913160 -4.967831 -1.300716
H18 3.227397 -3.442857 -2.125298
H19 1.682939 -4.258475 -2.402821
H20 3.232799 -4.032983 0.902880
H21 1.941187 -2.977227 1.571295
H22 3.299348 -2.280970 0.682970

Forces on atoms 1 to 3 (eV/Å):
0.599 0.344 0.361
0.012 0.015 -0.016
-0.011 -0.023 0.043

Here is what Löwdin gives for the atomic charges, in e: 1.482, -0.072, -0.059, -0.263, -0.015, -0.014, -0.099, -0.343, 0.016, -0.135, -0.297, -0.174, 0.078, 0.093, 0.097, 0.094, 0.102, 0.107, 0.081, 0.108, 0.089, 0.138, 0.013, -0.250, -0.143, 0.017, -0.258, -0.016, -0.276, -0.078, 0.086, 0.088, 0.104, 0.060, 0.085, 0.090, 0.075, 0.162, -0.677, 0.156, 0.120, 0.616, -0.269, -0.351, -0.282, 0.614, -0.251, -0.292, -0.669, 0.139, 0.137, 0.143, 0.017, -0.412, 0.007, -0.073, 0.090, 0.102, 0.098, 0.094, 0.071, 0.099

***

Entry 2:
DFT (the ωB97M-V functional and the def2-TZVPD basis) results for C18H22FeN6O as an isolated structure at a distorted geometry.

gap between HOMO and LUMO (spin up / spin down)	0.307 / 0.205	Eh
lowest unoccupied orbital energy (spin up / spin down)	-9.3 / -12.1	eV
E_tot	-2365.6799	Ha
total charge	+3
molar mass	394.26	g mol⁻¹
HOMO energy (spin up / spin down)	-17.62 / -17.62	eV
spin multiplicity	6
maximum force	1.320	eV/Å

Element x y z (Å)
Fe1 0.298802 0.417283 -0.029355
C1 0.296312 0.094454 4.399880
C2 0.495999 0.555302 3.098791
N1 0.053723 -0.114754 2.037667
C3 -0.631635 -1.270466 2.216759
C4 -0.854089 -1.815165 3.481470
C5 -0.363318 -1.098040 4.592885
C6 -1.560260 -3.058967 3.590454
C7 -2.029017 -3.689018 2.488780
C8 -1.843227 -3.118814 1.186540
C9 -2.326637 -3.704491 -0.001681
C10 -2.116164 -3.082727 -1.212301
C11 -1.410225 -1.880134 -1.238748
N2 -0.929451 -1.326443 -0.130401
C12 -1.141330 -1.918498 1.066639
H1 0.657682 0.680460 5.232705
H2 1.021764 1.485414 2.921494
H3 -0.525284 -1.483302 5.592229
H4 -1.697268 -3.491788 4.572839
H5 -2.547399 -4.635028 2.574994
H6 -2.863451 -4.644284 0.045005
H7 -2.485422 -3.504868 -2.135866
H8 -1.220860 -1.365314 -2.172643
N3 -0.481858 5.383724 -2.919808
C13 -1.595823 5.028635 -2.303450
N4 -2.696884 5.736793 -2.406383
N5 -1.659091 3.918066 -1.531665
C14 -1.058089 2.938387 -1.134634
N6 -0.622735 1.918569 -0.677357
H9 -0.436055 6.223765 -3.479803
H10 0.360099 4.839186 -2.841246
H11 -2.755096 6.566944 -2.979265
H12 -3.529449 5.459452 -1.907168
C15 2.488391 1.894080 -2.206686
C16 2.639029 0.391655 -2.140577
O1 2.123972 -0.126701 -0.869177
C17 2.857515 -1.279764 -0.313759
C18 2.161444 -2.591026 -0.606756
H13 2.672812 2.226532 -3.227459
H14 3.210506 2.384515 -1.554482
H15 1.481741 2.189789 -1.911838
H16 3.688460 0.117712 -2.222838
H17 2.098788 -0.090441 -2.956428
H18 2.915899 -1.107449 0.761121
H19 3.864461 -1.275299 -0.723318
H20 1.207204 -2.652953 -0.084536
H21 2.790415 -3.411699 -0.263058
H22 1.995087 -2.713302 -1.677564

Forces on atoms 1 to 3 (eV/Å):
-0.383 -1.089 0.344
-0.052 -0.068 -0.028
0.045 0.048 0.111

Here is what Löwdin gives for the atomic charges, in e: 1.212, 0.017, -0.059, 0.025, -0.152, -0.102, 0.078, 0.037, 0.037, -0.103, 0.077, 0.019, -0.067, 0.013, -0.167, 0.137, 0.133, 0.149, 0.142, 0.142, 0.149, 0.136, 0.133, 0.250, -0.394, 0.258, 0.225, -0.240, 0.027, 0.155, 0.135, 0.158, 0.156, -0.052, -0.186, -0.290, -0.178, -0.036, 0.105, 0.101, 0.023, 0.138, 0.137, 0.126, 0.135, 0.054, 0.109, 0.098

***

Entry 3:
DFT (the ωB97M-V functional and the def2-TZVPD basis) results for one molecule with the formula C18H22N2O.

gap between HOMO and LUMO	0.323	Eh
lowest unoccupied orbital energy	0.4	eV
E_tot	-883.9041	Ha
molar mass	282.39	g mol⁻¹
HOMO energy	-8.45	eV
maximum force	0.642	eV/Å

Element x y z (Å)
C1 -4.668927 -1.669987 1.241119
C2 -3.199658 -1.264420 1.259752
C3 -2.968596 0.182866 0.818394
C4 -3.315102 0.475970 -0.642661
C5 -2.415115 -0.232691 -1.665336
C6 -1.006575 0.327013 -1.602460
O1 -0.647632 1.282836 -2.251619
N1 -0.191738 -0.336643 -0.730595
C7 1.126596 0.019210 -0.410848
C8 1.492207 1.311222 -0.136675
C9 2.844153 1.584643 0.187411
N2 3.785143 0.696142 0.281974
C10 3.449200 -0.592605 0.040844
C11 4.459796 -1.566137 0.150926
C12 4.189794 -2.883947 -0.097209
C13 2.899978 -3.278736 -0.471789
C14 1.894364 -2.355272 -0.580926
C15 2.131989 -0.992786 -0.320473
C16 3.026183 3.051325 0.426223
C17 1.596977 3.553199 0.670153
C18 0.686094 2.567600 -0.079505
H1 -4.788780 -2.669973 1.651859
H2 -5.063476 -1.672847 0.228309
H3 -5.260692 -0.980955 1.839521
H4 -2.632155 -1.951130 0.627710
H5 -2.817360 -1.373596 2.277611
H6 -3.581337 0.832965 1.447716
H7 -1.924251 0.446950 1.000972
H8 -3.233199 1.552146 -0.810832
H9 -4.350996 0.192782 -0.834360
H10 -2.420781 -1.310465 -1.500320
H11 -2.802636 -0.031875 -2.665098
H12 -0.506554 -1.226974 -0.374430
H13 5.445936 -1.231730 0.431881
H14 4.969405 -3.626570 -0.013513
H15 2.700566 -4.319809 -0.679887
H16 0.911044 -2.681972 -0.890401
H17 3.704005 3.251208 1.254225
H18 3.452485 3.501827 -0.473459
H19 1.455623 4.578312 0.332573
H20 1.375748 3.514458 1.738528
H21 -0.272871 2.421366 0.420766
H22 0.471147 2.907095 -1.096088

Forces on atoms 1 to 3 (eV/Å):
0.251 -0.062 -0.020
-0.105 0.228 0.068
-0.021 -0.096 -0.048

Here is what Löwdin gives for the atomic charges, in e: -0.107, -0.267, -0.220, -0.186, -0.101, -0.470, 0.085, 0.146, -0.105, -0.085, -0.234, 0.167, -0.217, -0.016, -0.084, -0.087, -0.035, -0.081, -0.110, -0.165, -0.125, 0.070, 0.065, 0.076, 0.089, 0.107, 0.113, 0.093, 0.118, 0.104, 0.108, 0.123, 0.129, 0.111, 0.102, 0.101, 0.102, 0.116, 0.124, 0.106, 0.111, 0.115, 0.115

***

Entry 4:
DFT (the ωB97M-V functional and the def2-TZVPD basis) results for one molecule with the formula C18H22N2O at a distorted geometry.

gap between HOMO and LUMO	0.331	Eh
lowest unoccupied orbital energy	0.6	eV
E_tot	-883.2425	Ha
molar mass	282.39	g mol⁻¹
HOMO energy	-8.40	eV
maximum force	17.138	eV/Å

Element x y z (Å)
C1 6.001746 1.623552 -2.402745
C2 5.674904 0.706242 -1.236886
C3 7.000596 0.514116 -0.476554
C4 6.758954 -0.382088 0.624759
C5 5.393030 -0.901657 0.801752
C6 4.280936 -0.479560 0.215709
N1 3.131444 -0.978160 0.840542
C7 1.958332 -0.826114 0.067883
O1 1.664768 -0.069251 -1.198973
N2 0.804805 -1.320495 0.790234
C8 -0.474294 -0.941483 0.340468
C9 -1.187814 0.075322 1.192761
C10 -2.699349 0.302129 0.737624
C11 -3.605216 -0.636033 0.805382
C12 -4.931588 -0.261417 0.209378
C13 -5.180853 -0.074191 -0.929911
C14 -6.506891 0.355246 -1.378828
C15 -7.343275 0.991725 -0.448744
C16 -7.094761 0.552574 0.789548
C17 -5.963251 0.306756 1.200203
C18 4.390457 0.241901 -0.805016
H1 6.341328 2.712541 -2.139193
H2 5.274083 1.841226 -2.824983
H3 6.892031 1.141556 -3.125190
H4 7.925082 0.495152 -0.769131
H5 7.594666 -0.870657 1.252518
H6 5.233158 -1.455497 1.868558
H7 3.087603 -1.471785 1.540408
H8 0.972051 -1.761186 1.548457
H9 -1.126964 -1.885004 0.227529
H10 -0.502257 -0.485522 -0.570251
H11 -0.613551 0.785415 1.438533
H12 -1.362869 -0.568019 2.131213
H13 -2.471962 0.820373 -0.470554
H14 -2.928373 1.276638 1.228391
H15 -3.688717 -1.201202 1.634571
H16 -3.358126 -1.523599 0.089906
H17 -4.620651 -0.649244 -1.744433
H18 -6.794984 0.461492 -2.553158
H19 -8.277307 1.389056 -0.880614
H20 -7.822210 1.128455 1.620180
H21 -5.648851 0.403351 2.076412
H22 3.824141 0.617346 -1.317753

Forces on atoms 1 to 3 (eV/Å):
12.598 -2.490 5.423
5.195 0.823 1.951
-10.065 -4.015 2.973

Here is what Löwdin gives for the atomic charges, in e: -0.048, -0.105, 0.001, -0.050, -0.052, -0.323, 0.182, -0.137, -0.142, 0.080, -0.241, -0.137, -0.250, -0.257, -0.236, -0.133, -0.031, -0.108, -0.191, -0.020, 0.006, 0.126, -0.087, 0.158, 0.028, 0.116, 0.152, 0.023, 0.047, 0.149, 0.073, 0.036, 0.135, 0.214, 0.133, 0.102, 0.164, 0.156, 0.145, 0.112, 0.176, 0.047, -0.013

***

Entry 5:
DFT (the ωB97M-V functional and the def2-TZVPD basis) results for one molecule with the formula C18H22N2O3S2 at a distorted geometry.

gap between HOMO and LUMO	0.286	Eh
lowest unoccupied orbital energy	-0.5	eV
E_tot	-1830.1959	Ha
molar mass	378.52	g mol⁻¹
HOMO energy	-8.28	eV
maximum force	14.805	eV/Å

Element x y z (Å)
C1 1.099308 3.684173 -0.445139
C2 0.171684 2.594024 -0.525841
C3 -1.014411 2.866005 -1.247928
C4 -2.127675 1.797774 -1.212179
C5 -1.983056 0.524971 -0.560845
S1 -3.277068 -0.424846 -0.314481
O1 -4.421817 -0.218357 -1.245572
O2 -2.672148 -1.797214 -0.387032
N1 -3.722308 -0.477569 1.347074
C6 -4.460146 0.814577 1.581269
C7 -4.366290 -1.474922 1.941042
C8 -0.893797 0.405445 0.338456
C9 0.107011 1.291092 0.371279
N2 1.368837 1.157345 0.774335
C10 2.583902 1.145475 0.241825
O3 2.931052 1.464858 -0.786090
C11 3.633949 0.748926 1.290450
C12 4.997567 0.865433 0.650306
S2 3.344392 -1.405403 1.605625
C13 2.418178 -1.738042 0.126975
C14 3.155948 -1.417960 -1.258050
C15 2.295957 -1.768778 -2.217559
C16 0.976569 -2.281485 -2.329077
C17 0.326898 -2.380595 -0.839789
C18 1.158977 -2.067946 0.205190
H1 0.518888 4.676986 -0.965558
H2 2.038787 3.336425 -1.183305
H3 1.529376 3.727152 0.514775
H4 -1.360286 3.537088 -1.770230
H5 -3.201348 1.911161 -1.703461
H6 -4.526398 1.238824 2.683875
H7 -5.375443 0.871948 0.906070
H8 -3.837236 1.718907 1.436211
H9 -5.507079 -1.476924 1.695338
H10 -3.715198 -2.466718 1.741227
H11 -4.449801 -1.392218 3.251859
H12 -0.706792 -0.444455 0.945440
H13 1.193715 0.517626 1.828477
H14 3.512477 0.953203 2.394641
H15 5.195458 0.290864 -0.403269
H16 5.835056 0.283558 1.377544
H17 5.344793 1.809528 0.690464
H18 4.103566 -1.008032 -1.303800
H19 2.794012 -1.861565 -3.304949
H20 0.540949 -2.465073 -3.143039
H21 -0.576035 -2.650782 -1.154993
H22 0.669342 -2.289207 1.300364

Forces on atoms 1 to 3 (eV/Å):
1.803 1.454 -4.686
-6.124 -1.947 0.070
0.485 -11.792 6.039

Here is what Löwdin gives for the atomic charges, in e: -0.069, -0.164, 0.032, 0.048, -0.355, 0.726, -0.305, -0.351, -0.376, -0.132, -0.232, -0.027, -0.185, 0.090, -0.658, 0.141, -0.287, -0.144, 0.850, -0.579, -0.032, -0.164, 0.062, 0.020, -0.252, 0.165, 0.151, 0.061, -0.001, 0.147, 0.125, 0.104, 0.066, 0.105, 0.128, 0.161, 0.099, 0.268, 0.106, 0.124, 0.134, 0.017, 0.053, 0.139, 0.005, 0.024, 0.162

***

- Which value of E_tot does entry 5 give?
  -1830.1959 Ha